Record 1
Density functional theory data (ωB97M-V with the def2-TZVPD basis set) for 2 unconnected molecules or ions with the total composition C18H18F3N2 in a non-equilibrium geometry.

```
41
Properties=species:S:1:pos:R:3:forces:R:3
C 4.555 0.093 -0.057 0.5480 0.3272 -0.1770
N 3.159 -0.282 0.056 -1.6091 1.5346 -0.1602
C 2.118 0.602 0.105 1.2528 -1.2005 0.5746
C 0.908 -0.101 0.315 -0.6814 0.2847 -0.2772
C -0.369 0.479 0.501 0.7661 -2.3394 1.5443
C -1.582 -0.280 0.259 -0.4182 0.0955 -0.3939
C -1.656 -1.257 -0.773 0.0333 -0.0826 0.2374
C -2.772 -2.083 -0.889 0.2101 0.2210 -0.0147
C -3.865 -1.918 -0.027 0.3834 0.2175 0.0210
C -3.855 -0.882 0.916 0.0602 0.1429 0.0425
C -2.748 -0.047 1.035 0.3382 -0.1210 -0.0093
C 1.280 -1.523 0.397 0.6034 -0.1674 -0.4901
C 0.600 -2.684 0.741 0.0387 -0.4933 0.0269
C 1.307 -3.892 0.827 -0.1325 0.4216 0.0641
C 2.693 -3.940 0.624 0.1938 0.5640 -0.2597
C 3.409 -2.770 0.315 -0.3610 -0.3221 0.0902
C 2.684 -1.589 0.210 -0.7086 -0.0998 0.5084
H 5.167 -0.812 -0.039 -0.1155 0.2974 -0.0361
H 4.737 0.638 -0.992 -0.0744 -0.2449 0.1782
H 4.852 0.744 0.776 -0.1572 -0.2883 -0.1662
H 2.260 1.671 -0.020 0.0537 -0.2073 -0.0036
H -0.421 1.306 1.214 -0.0572 0.1284 -0.8281
H -0.811 -1.376 -1.458 -0.3077 0.0017 0.2883
H -2.782 -2.870 -1.647 -0.0444 0.3264 0.2179
H -4.722 -2.586 -0.103 0.2072 0.2238 0.0237
H -4.715 -0.727 1.568 0.2194 -0.0359 -0.2124
H -2.733 0.770 1.759 -0.1037 -0.2941 -0.1096
H -0.469 -2.644 0.939 0.2946 -0.2147 -0.0690
H 0.764 -4.809 1.060 0.1874 0.2839 -0.0074
H 3.222 -4.888 0.717 -0.1379 0.2809 -0.0668
H 4.485 -2.765 0.160 -0.2050 -0.2253 0.1337
F -2.581 5.956 -1.101 1.2107 -0.9977 0.2056
C -1.502 5.144 -0.871 0.6271 0.9732 0.1190
F -0.456 5.613 -1.617 -0.9546 -0.2121 0.8038
F -1.159 5.278 0.453 -0.2754 0.0816 -0.9514
C -1.786 3.699 -1.190 -0.4396 -0.1095 -0.3043
N -0.783 2.785 -0.617 -0.3706 1.2675 -0.3492
H -2.803 3.514 -0.800 0.2228 -0.0256 -0.3373
H -1.763 3.630 -2.285 -0.2399 -0.1067 0.2887
H -0.794 2.962 0.385 0.0142 -0.3521 -0.2740
H -1.072 1.838 -0.844 -0.0712 0.4665 0.1291
```
Forces are in eV/Å.

- 2S+1: 1
- Net charge: +1
- ΔE to the lowest compared entry with this formula, charge and spin: 0.0 kcal per mole
- LUMO energy: -0.20158 hartree

Per-atom Löwdin charges, elementary charge units: atom 1 (C): 0.0171, atom 2 (N): -0.0531, atom 3 (C): 0.0834, atom 4 (C): -0.1123, atom 5 (C): 0.0495, atom 6 (C): -0.2258, atom 7 (C): -0.0264, atom 8 (C): -0.0450, atom 9 (C): -0.0271, atom 10 (C): -0.0463, atom 11 (C): 0.0026, atom 12 (C): -0.1042, atom 13 (C): -0.0100, atom 14 (C): -0.0490, atom 15 (C): -0.0485, atom 16 (C): 0.0123, atom 17 (C): -0.1529, atom 18 (H): 0.0879, atom 19 (H): 0.1113, atom 20 (H): 0.1122, atom 21 (H): 0.1570, atom 22 (H): 0.1337, atom 23 (H): 0.1352, atom 24 (H): 0.1215, atom 25 (H): 0.1218, atom 26 (H): 0.1190, atom 27 (H): 0.1275, atom 28 (H): 0.1126, atom 29 (H): 0.1151, atom 30 (H): 0.1159, atom 31 (H): 0.1106, atom 32 (F): 0.1215, atom 33 (C): -0.5605, atom 34 (F): 0.1170, atom 35 (F): 0.1041, atom 36 (C): -0.1412, atom 37 (N): 0.0280, atom 38 (H): 0.1351, atom 39 (H): 0.1394, atom 40 (H): 0.0651, atom 41 (H): 0.0458

---

Record 2
Density functional theory data (ωB97M-V with the def2-TZVPD basis set) for a molecular structure, C18H18F9N2O4PPtSe2Te.

```
56
Properties=species:S:1:pos:R:3:forces:R:3
Pt -0.433 0.043 -0.389 -0.1342 0.0737 -0.0707
Se -0.149 -3.170 1.478 0.0179 0.0026 0.0246
Se -0.859 -1.504 2.922 0.0414 -0.0309 0.0017
C -2.463 -1.122 1.939 0.0208 0.0083 0.0375
C -3.694 -1.338 2.541 -0.0143 0.0111 -0.0148
C -4.840 -1.178 1.779 0.0176 0.0048 -0.0164
C -4.711 -0.843 0.441 0.0110 0.0027 0.0236
C -3.444 -0.631 -0.072 -0.0114 0.0140 -0.0321
N -2.341 -0.739 0.674 -0.0241 -0.0485 -0.0446
C 1.415 -2.325 0.756 -0.0334 0.0081 0.0268
C 2.579 -3.078 0.783 0.0334 -0.0180 0.0170
C 3.760 -2.512 0.336 -0.0382 0.0361 -0.0076
C 3.742 -1.192 -0.079 -0.0160 -0.0510 0.0225
C 2.537 -0.515 -0.090 0.0510 0.0065 -0.0579
N 1.382 -1.078 0.287 0.0453 -0.0680 0.0325
H -3.738 -1.654 3.573 -0.0082 -0.0007 -0.0001
H -5.816 -1.342 2.217 0.0004 -0.0021 0.0055
H -5.573 -0.744 -0.202 0.0021 0.0023 -0.0089
H -3.287 -0.357 -1.106 -0.0018 -0.0120 0.0005
H 2.549 -4.085 1.175 0.0129 0.0008 0.0003
H 4.677 -3.086 0.339 0.0044 0.0032 0.0011
H 4.636 -0.687 -0.414 0.0036 -0.0023 -0.0036
H 2.468 0.494 -0.468 -0.0004 0.0022 0.0162
C 1.643 3.792 1.880 -0.0083 0.0019 0.0009
C 1.338 4.410 0.536 -0.0052 -0.0067 0.0187
O 1.663 3.476 -0.507 0.0197 0.0172 -0.0440
P 0.627 2.729 -1.463 -0.0682 0.0688 0.0390
O 1.152 1.390 -1.838 0.0108 -0.0118 -0.0013
Te -1.498 2.461 -0.351 0.0675 -0.0188 -0.0069
O 0.508 3.647 -2.755 -0.0061 -0.0472 0.0138
C 0.084 5.014 -2.638 0.0109 0.0010 0.0006
C -0.205 5.535 -4.024 -0.0027 -0.0098 0.0008
H 1.456 4.515 2.675 -0.0022 -0.0027 0.0024
H 2.688 3.484 1.929 0.0040 0.0007 -0.0024
H 1.010 2.919 2.045 0.0005 -0.0001 -0.0026
H 1.944 5.298 0.353 0.0015 -0.0064 0.0001
H 0.284 4.690 0.470 0.0020 0.0045 -0.0009
H 0.880 5.588 -2.155 -0.0042 -0.0004 -0.0003
H -0.811 5.058 -2.008 -0.0010 0.0085 -0.0068
H 0.683 5.464 -4.650 0.0059 0.0041 -0.0014
H -0.515 6.579 -3.972 -0.0026 0.0002 -0.0002
H -1.003 4.955 -4.487 -0.0028 0.0032 0.0000
F -1.093 -4.103 -4.113 0.0040 -0.0053 -0.0210
C -1.390 -3.476 -2.965 0.0024 0.0362 0.0023
F -1.111 -4.318 -1.968 0.0111 -0.0129 0.0210
F -2.717 -3.270 -2.949 -0.0099 0.0171 0.0000
C -0.627 -2.120 -2.779 -0.0089 -0.0592 0.0207
O -0.737 -1.797 -1.480 -0.0009 0.0441 0.0208
C 0.865 -2.332 -3.188 -0.0043 -0.0120 0.0075
F 1.619 -1.314 -2.774 0.0083 0.0376 0.0172
F 1.046 -2.458 -4.510 -0.0055 0.0052 -0.0279
F 1.352 -3.442 -2.606 0.0099 -0.0229 0.0141
C -1.262 -1.061 -3.735 -0.0008 0.0085 -0.0268
F -1.550 -1.559 -4.947 -0.0053 0.0062 -0.0128
F -2.408 -0.588 -3.219 -0.0149 -0.0041 0.0085
F -0.451 -0.016 -3.909 0.0156 0.0124 0.0139
```
Forces are in eV/Å.

- 2S+1: 3
- LUMO energy (spin up / spin down): -0.01880 / -0.02940 hartree

Per-atom Löwdin charges, elementary charge units: atom 1 (Pt): 0.8255, atom 2 (Se): 0.7313, atom 3 (Se): 0.6778, atom 4 (C): -0.6839, atom 5 (C): -0.0969, atom 6 (C): -0.0491, atom 7 (C): -0.0334, atom 8 (C): -0.1504, atom 9 (N): -0.1115, atom 10 (C): -0.6515, atom 11 (C): -0.1050, atom 12 (C): -0.0445, atom 13 (C): -0.0348, atom 14 (C): -0.1207, atom 15 (N): -0.0816, atom 16 (H): 0.1007, atom 17 (H): 0.1132, atom 18 (H): 0.1128, atom 19 (H): 0.0849, atom 20 (H): 0.0989, atom 21 (H): 0.1143, atom 22 (H): 0.1132, atom 23 (H): 0.0856, atom 24 (C): -0.0743, atom 25 (C): -0.3189, atom 26 (O): -0.2674, atom 27 (P): 0.1275, atom 28 (O): -0.4111, atom 29 (Te): 0.6286, atom 30 (O): -0.2549, atom 31 (C): -0.2988, atom 32 (C): -0.0667, atom 33 (H): 0.0809, atom 34 (H): 0.0815, atom 35 (H): 0.0617, atom 36 (H): 0.1187, atom 37 (H): 0.0624, atom 38 (H): 0.1160, atom 39 (H): 0.0863, atom 40 (H): 0.0824, atom 41 (H): 0.0800, atom 42 (H): 0.0834, atom 43 (F): 0.1622, atom 44 (C): -0.5478, atom 45 (F): 0.1556, atom 46 (F): 0.1610, atom 47 (C): -0.3274, atom 48 (O): -0.2665, atom 49 (C): -0.5434, atom 50 (F): 0.1572, atom 51 (F): 0.1672, atom 52 (F): 0.1581, atom 53 (C): -0.5496, atom 54 (F): 0.1646, atom 55 (F): 0.1334, atom 56 (F): 0.1633

---

Record 3
Density functional theory data (ωB97M-V with the def2-TZVPD basis set) for a single C18H18INO6S molecule in a non-equilibrium geometry.

```
45
Properties=species:S:1:pos:R:3:forces:R:3
C -0.724 4.466 4.601 -0.9562 -0.2615 -0.0597
C -1.211 3.995 3.215 0.9109 0.1695 0.0457
C -0.185 4.296 2.083 -0.7385 -1.6294 0.2122
I -0.495 6.221 1.194 0.2254 -0.1216 0.2137
C -0.313 3.192 1.039 0.4393 1.1350 0.1544
C -1.535 2.870 0.478 -0.7303 0.6364 0.5570
C -1.668 1.857 -0.428 -0.4788 -0.5726 -0.8098
C -0.550 1.140 -0.798 0.4144 -0.6589 -0.4483
C 0.681 1.479 -0.261 0.6778 -1.0895 -0.4430
C 0.812 2.499 0.648 0.5534 0.0214 0.1148
C 1.881 0.663 -0.692 -0.0040 0.1662 0.0271
O 2.972 1.137 -0.882 -0.5073 -0.2759 0.2309
C 1.557 -0.820 -0.914 0.9856 0.5551 -0.1301
S 2.805 -2.015 -0.412 1.5480 -0.7274 2.3084
C 2.836 -3.467 -1.452 -0.6917 -0.3271 -0.2930
O 2.436 -2.429 0.928 -1.4532 -0.3275 -0.4758
O 4.123 -1.452 -0.368 -0.0825 0.5908 -1.5684
C 0.382 -1.139 -1.425 -0.1406 -0.1951 -0.0493
N 0.002 -2.504 -1.624 -1.3952 0.0927 -0.5759
C -1.074 -2.882 -0.689 -0.8072 -0.4812 1.1574
C -0.675 -3.918 0.353 0.6411 0.8067 -0.7208
O -2.172 -2.388 -0.712 0.8021 0.0576 -0.3101
C -0.278 -2.808 -2.997 0.3874 -0.3162 -1.6944
C -1.571 -3.481 -3.431 -0.2844 0.2173 1.0706
O 0.559 -2.557 -3.837 -0.0537 0.2659 0.7558
C -0.604 -0.022 -1.759 -0.2436 0.4299 0.2133
O -1.352 -0.073 -2.703 0.1700 -0.3422 0.3760
H -1.603 4.541 5.254 0.2381 0.1619 -0.0016
H -0.221 5.436 4.585 0.0147 -0.1691 -0.0308
H -0.105 3.682 5.046 0.2572 0.3723 -0.1197
H -1.270 2.900 3.261 -0.2189 0.1685 -0.0435
H -2.198 4.373 2.939 0.1350 0.0489 0.1532
H 0.822 4.185 2.493 -0.0628 0.6628 -0.0916
H -2.406 3.434 0.801 0.0296 -0.0789 -0.1568
H -2.618 1.580 -0.875 0.0104 0.1738 0.1440
H 1.800 2.700 1.054 -0.1413 0.1655 -0.0278
H 3.742 -4.007 -1.162 0.1069 0.4758 -0.0869
H 1.997 -4.124 -1.211 0.0076 0.3521 0.0988
H 2.782 -3.247 -2.521 0.2510 0.2030 0.1896
H -0.535 -4.891 -0.133 -0.1715 0.0812 0.1290
H 0.316 -3.606 0.715 -0.2284 -0.1898 0.1817
H -1.414 -3.932 1.150 0.0507 -0.1925 -0.1375
H -1.754 -4.397 -2.853 0.0234 0.0922 -0.1952
H -1.569 -3.681 -4.500 0.3557 -0.0314 0.1476
H -2.404 -2.805 -3.204 0.1544 -0.1143 -0.0109
```
Forces are in eV/Å.

- SMILES: CC[C@H](I)c1ccc2c(c1)C(=O)C(S(C)(=O)=O)=C(N(C(C)=O)C(C)=O)C2=O
- 2S+1: 1
- LUMO energy: -0.05117 hartree

Per-atom Löwdin charges, elementary charge units: atom 1 (C): -0.1060, atom 2 (C): -0.3137, atom 3 (C): -0.7030, atom 4 (I): 0.8496, atom 5 (C): -0.3030, atom 6 (C): -0.0390, atom 7 (C): 0.0181, atom 8 (C): -0.0829, atom 9 (C): -0.0806, atom 10 (C): 0.0446, atom 11 (C): -0.2728, atom 12 (O): 0.1587, atom 13 (C): -0.0710, atom 14 (S): 0.6686, atom 15 (C): -0.1239, atom 16 (O): -0.3175, atom 17 (O): -0.2858, atom 18 (C): -0.1155, atom 19 (N): 0.0566, atom 20 (C): -0.4068, atom 21 (C): 0.0328, atom 22 (O): 0.1420, atom 23 (C): -0.4329, atom 24 (C): 0.0223, atom 25 (O): 0.1003, atom 26 (C): -0.2377, atom 27 (O): 0.1629, atom 28 (H): 0.0726, atom 29 (H): 0.0686, atom 30 (H): 0.0757, atom 31 (H): 0.1132, atom 32 (H): 0.0897, atom 33 (H): 0.0856, atom 34 (H): 0.1205, atom 35 (H): 0.1341, atom 36 (H): 0.1408, atom 37 (H): 0.0810, atom 38 (H): 0.0540, atom 39 (H): 0.0722, atom 40 (H): 0.0960, atom 41 (H): 0.0676, atom 42 (H): 0.0912, atom 43 (H): 0.0919, atom 44 (H): 0.0918, atom 45 (H): 0.0893

---

| no. | calculated total energy (a.u.) |
| --- | --- |
| 1 | -1105.56061 |
| 2 | -7537.63935 |
| 3 | -1898.73588 |